The following is a DFT calculation (the ωB97M-V functional and the def2-TZVPD basis) of a molecular structure, C47H42HfN9OSeTe.

Geometry (Å):
Hf -0.34224 0.21193 1.03900
Te -0.57879 2.67989 -0.79598
Se -0.04780 -0.24199 3.71197
O -1.77668 1.36705 1.99761
N -2.17005 0.29237 0.05125
N -0.43184 -1.98434 0.59135
N 1.15034 -2.80886 4.02206
N 1.79098 0.39229 0.56701
N 5.69110 -1.20808 1.47214
N 2.67592 -1.27142 3.91510
N -6.01432 -8.43042 -1.80958
N -1.34916 -3.91314 0.11062
N 5.16126 2.52796 -1.17241
C -4.22969 -6.71037 -1.07058
C -5.67834 0.14079 3.27041
C -0.67011 0.88470 -3.29533
C 1.17130 3.78500 -0.81696
C 4.80539 1.62506 -0.55228
C -0.30032 -0.28062 -2.42183
C 2.38923 5.54978 0.29809
C 5.00794 -4.11580 4.42730
C -4.06556 0.74699 1.59979
C 1.32715 4.68399 0.29992
C 3.33970 -2.48794 4.11528
C -5.22182 -7.66720 -1.48074
C -3.63342 -4.74594 0.17698
C 3.21406 4.59760 -1.77716
C 5.10295 -0.41861 0.87447
C -0.04210 -4.17544 0.47520
C 3.34092 0.02478 3.92836
C 3.34568 5.53902 -0.73437
C -2.91801 -6.83504 -1.52265
C 4.69110 -2.78676 4.23264
C -0.88061 0.65468 -4.64950
C 2.94887 0.46497 0.40187
C -1.37604 4.66428 -3.18928
C -4.35867 0.22722 2.85782
C -1.96554 -5.90920 -1.13593
C 2.17274 3.71172 -1.83652
C -1.19402 3.24714 -3.66887
C -1.38980 2.95955 -5.01104
C 2.67705 -4.81075 4.38018
C -5.08377 1.18919 0.76311
C 2.17915 2.68169 -2.92993
C -6.69680 0.59388 2.44098
C 4.01974 -5.10917 4.50163
C 0.51682 -2.97848 0.77315
C -1.44828 1.40848 -6.98489
C -4.58733 -5.66439 -0.22356
C -0.82360 2.18841 -2.82421
C -1.23667 1.67393 -5.52335
C 4.51530 6.44988 -0.71766
C -1.54295 -2.59425 0.18810
C -2.33483 -4.87608 -0.28946
C -6.40038 1.12312 1.19253
C 1.35944 -1.49385 3.86419
C -2.66082 0.80424 1.14208
C 2.36131 -3.47231 4.18584
C 0.39579 4.68682 1.48234
C 4.29397 0.54285 0.21362
H 4.20618 -0.01365 3.27054
H 0.42651 0.00449 -1.65128
H 0.35403 -5.17571 0.49430
H -4.84335 1.58021 -0.21777
H -3.55665 -0.09272 3.51191
H 0.22824 -3.21131 4.06013
H 0.63824 3.85898 2.15622
H 3.19155 2.58146 -3.31583
H 4.48470 7.15530 0.10830
H -7.72529 0.53783 2.77199
H -1.67361 3.76445 -5.67953
H -0.71217 1.94855 -7.58247
H 5.43111 5.85322 -0.64846
H -1.36228 0.34859 -7.21552
H 6.04625 -4.40164 4.52186
H -1.18806 -0.68536 -1.93458
H 2.64050 0.78398 3.59294
H 3.99795 4.54145 -2.52170
H -5.60627 -5.58248 0.12798
H -5.91403 -0.26608 4.24481
H -0.44836 5.08757 -2.79641
H -2.13250 4.73174 -2.40405
H 1.85722 1.70691 -2.56405
H -7.19593 1.48029 0.55253
H 2.50388 6.25675 1.11048
H -0.95197 -5.98236 -1.50811
H 0.16922 -1.06786 -3.01013
H 0.50978 5.60766 2.05006
H 1.52634 -2.76241 1.08163
H -2.65286 -7.64840 -2.18343
H 1.51931 2.95805 -3.75441
H 3.66716 0.25509 4.94176
H -1.69964 5.29985 -4.01047
H 4.31987 -6.13581 4.66007
H 4.58354 6.99572 -1.66206
H -2.43496 1.74985 -7.29982
H -0.75775 -0.35149 -5.03354
H -0.65528 4.59859 1.21375
H -3.89795 -3.94860 0.85986
H 1.91682 -5.57736 4.44621
H -2.46025 -2.08586 -0.06801
H 5.45589 -2.02821 4.15432

The expectation value of S² is 0.766. The energy relative to the best compared isomer or geometry (same formula, charge and spin) comes out at 0.00 kcal per mole. The charge is +2. As for the spin multiplicity: 2. The value obtained for the molecular weight is 1134.0 g/mol. The gap between HOMO and LUMO (alpha / beta) is 0.292 / 0.166 Ha. The LUMO energy (alpha / beta) is -5.321 / -8.744 eV. Its HOMO energy (alpha / beta) is -13.3 / -13.3 eV.

The following is a DFT calculation (the ωB97M-V functional and the def2-TZVPD basis) of a gas-phase ion, C11H6F3N2S (charge -1) at a distorted geometry.

Geometry (Å):
S 0.45583 0.54225 4.19374
F 2.77824 6.32290 4.90286
F 2.35201 5.60222 2.86629
F 0.72856 5.75910 4.33151
N -2.90507 -0.06533 1.32309
N 3.11703 -0.26790 1.71030
C 1.60846 1.70780 4.62984
C -0.39141 -0.53747 1.46980
C 0.57628 0.36027 1.98795
C 1.31011 3.05939 4.35508
C 2.79100 1.37137 5.32462
C -1.74710 -0.22876 1.43898
C 1.97706 -0.03429 1.83819
C 2.29258 4.00086 4.62254
C 3.72915 2.35233 5.61055
C 3.50161 3.67383 5.22244
C 2.04320 5.41963 4.19362
H 0.35288 3.33204 3.92989
H -0.08002 -1.50849 1.07560
H 4.65702 2.11013 6.12721
H 0.36937 1.44397 1.83639
H 4.25330 4.44124 5.36418
H 2.92757 0.33193 5.61378

The charge is -1. The value obtained for the molecular weight is 255.2 g/mol. The gap between HOMO and LUMO is 0.249 Ha. The LUMO energy is 3.071 eV. Its HOMO energy is -3.7 eV.

The following is a DFT calculation (the ωB97M-V functional and the def2-TZVPD basis) of 2 unconnected molecules or ions with the total composition C9H14 at a distorted geometry.

Geometry (Å):
C 2.63126 0.94645 -0.70176
C 0.29963 0.58854 0.02968
C -1.99621 -1.59583 -1.47309
C -0.62852 0.30494 1.08913
C 1.13675 -0.09573 2.66603
C 1.63821 0.42917 0.37795
C 2.10398 0.14087 1.65523
C -2.44929 -0.24413 -1.93197
C -0.23095 0.06232 2.43176
H -0.13229 0.99427 -0.87762
H -1.63625 0.48629 0.87603
H -1.34638 -2.12018 -2.22344
H -1.31573 -1.54280 -0.72999
H -2.82953 -2.17159 -1.08022
H -2.26774 0.51576 -1.23296
H -0.95776 0.14521 3.21152
H -1.88292 0.15235 -2.85449
H 1.60205 -0.15543 3.68459
H 3.52499 0.34033 -0.62002
H 3.02792 1.92171 -0.53962
H 3.15362 0.08889 1.95510
H -3.53341 -0.23216 -2.08742
H 2.08858 1.04077 -1.62443

The energy relative to the best compared isomer or geometry (same formula, charge and spin) comes out at 32.20 kcal per mole. The value obtained for the molecular weight is 122.2 g/mol. The gap between HOMO and LUMO is 0.372 Ha. The LUMO energy is 1.060 eV. The SMILES is Cc1ccccc1.CC. Its HOMO energy is -9.1 eV.

The following is a DFT calculation (the ωB97M-V functional and the def2-TZVPD basis) of 2 unconnected molecules or ions with the total composition C7H6O3S at a distorted geometry.

Geometry (Å):
S 3.15300 -0.47831 -0.63911
O 0.71124 -2.02556 -0.68793
O 1.77942 0.30366 2.40705
O 2.93792 1.09980 -0.02508
C -0.34741 1.46944 0.02405
C -1.52054 -1.08066 -0.69902
C -2.34293 0.06343 -0.55442
C 1.84375 0.30806 0.13655
C -0.10821 -0.96034 -0.44367
C 0.40651 0.26592 -0.09329
C -1.73586 1.26550 -0.14170
H 2.57781 -0.13811 2.66399
H -1.82425 -2.02518 -0.99253
H 0.26582 -2.81158 -0.65656
H -2.40158 2.21056 -0.21165
H -3.39192 0.00164 -0.53443
H -0.00275 2.53174 0.44775

The energy relative to the best compared isomer or geometry (same formula, charge and spin) comes out at 113.81 kcal per mole. The value obtained for the molecular weight is 170.2 g/mol. The gap between HOMO and LUMO (alpha / beta) is 0.290 / 0.291 Ha. The LUMO energy (alpha / beta) is -0.861 / -0.862 eV. Its HOMO energy (alpha / beta) is -8.8 / -8.8 eV.

The following is a DFT calculation (the ωB97M-V functional and the def2-TZVPD basis) of a single C2H5N3S molecule at a distorted geometry.

Geometry (Å):
S -2.05176 -0.86024 0.94259
N -1.26476 0.40558 -0.02628
N -0.84988 -1.94242 0.71167
N 0.10470 -1.59626 0.05616
C -0.01620 -0.24890 -0.51246
C 1.16768 0.66825 -0.08375
H 2.17411 0.33033 -0.50015
H 0.88730 1.52917 -0.63906
H -1.03133 1.23727 0.67359
H 1.00972 0.91064 1.03466
H -0.12957 -0.43340 -1.65696

The energy relative to the best compared isomer or geometry (same formula, charge and spin) comes out at 67.49 kcal per mole. The value obtained for the molecular weight is 103.1 g/mol. The gap between HOMO and LUMO is 0.345 Ha. The LUMO energy is 0.632 eV. The SMILES is C[C@H]1N=NSN1. Its HOMO energy is -8.8 eV.

The following is a DFT calculation (the ωB97M-V functional and the def2-TZVPD basis) of 6 unconnected molecules or ions with the total composition C26H44F14O13S2 at a distorted geometry.

Geometry (Å):
S 0.57571 1.72432 0.54462
S -0.66390 7.24683 2.43308
F -2.77679 4.11457 -0.04672
F -0.52122 2.78380 -2.61144
F 0.91539 4.76427 -2.48241
F 1.29429 2.52593 1.84156
F -2.35638 4.01541 -2.64811
F -1.87588 1.94232 1.49100
F -0.04196 0.79495 -0.65976
F -0.68943 3.77258 1.68351
F -0.93493 5.99332 -2.81317
F 1.33483 2.79039 -0.45365
F -2.59890 2.06883 -0.87518
F 0.01333 0.62155 1.68388
F 1.18765 5.76855 3.31455
F 1.94882 0.78536 0.46804
O -1.70095 9.95304 2.31692
O 0.04784 -8.70347 0.20222
O 2.61484 -4.81394 -2.46290
O -3.11053 10.87448 3.74955
O 7.32858 4.17361 4.31749
O 5.16052 3.78233 4.12022
O -3.72123 -11.24030 -4.50305
O 1.24819 -3.09974 -2.17520
O -1.55382 -10.85535 -4.29377
O -1.65486 6.48774 1.31044
O -1.57138 -10.21250 0.22408
O 0.95530 6.71400 2.32310
O -1.13943 6.69705 3.75723
C -3.43482 11.39352 5.04697
C 0.65548 -6.71601 -1.06571
C 2.43549 -3.62042 -2.53050
C -1.20914 3.75844 -1.82936
C -0.80297 -9.53804 -0.42330
C 0.62703 -1.06538 -3.35306
C -1.28538 6.79440 -0.05131
C 6.76623 2.02387 3.51819
C -3.26512 12.89830 5.09004
C -0.34747 5.07527 -1.88724
C -1.79822 3.18806 -0.50740
C 6.44849 3.41541 3.98800
C -0.97241 2.75378 0.74605
C -2.43498 -11.61093 -4.63065
C -0.03965 5.90392 -0.59556
C -1.86872 10.54799 3.35774
C -0.84722 -9.54596 -1.92500
C 1.12657 -8.01694 -0.45012
C 0.99772 -1.69558 -2.02597
C -2.11898 -13.00158 -5.10312
C -5.28047 -13.06402 -4.10837
C 3.61013 1.95404 4.52679
C 4.05509 3.04759 3.57760
C 3.49030 -2.71358 -3.09767
C -0.69848 11.01297 4.17637
C -4.82695 -11.96921 -5.05216
H 0.09885 10.27269 4.09051
H 3.40595 -2.70115 -4.18515
H -0.34496 11.96857 3.78672
H 0.15294 -1.60807 -1.33944
H -4.49556 -13.80492 -3.94553
H -3.86806 13.37184 4.31173
H 0.71347 6.70836 -0.93000
H 0.50926 5.35796 0.23609
H 3.44842 -1.69555 -2.71398
H 0.37848 -0.01000 -3.22209
H -3.57182 13.29228 6.06107
H 2.73053 1.43887 4.13494
H 4.28575 2.66943 2.57875
H -2.86615 10.88361 5.82780
H -1.61188 -8.84745 -2.26596
H 1.83969 -1.19442 -1.54277
H -4.48450 11.14573 5.21978
H 6.02073 1.60577 2.84371
H -2.00466 -13.65708 -4.23862
H -1.18021 -12.97207 -5.65844
H -2.22905 13.19132 4.91009
H 1.86256 -7.79950 0.32785
H -2.86231 -13.41534 -5.78248
H -4.59320 -12.34510 -6.05097
H -5.63585 -11.24576 -5.17752
H 6.88666 1.37142 4.38401
H 1.62561 -8.66687 -1.17273
H 3.36497 2.37530 5.50452
H -0.91431 11.10640 5.23908
H -1.07684 7.91562 -0.13546
H 7.70219 2.05437 2.95822
H -0.09220 -6.88726 -1.84300
H 3.24213 3.76705 3.45378
H 1.49489 -6.17060 -1.50743
H -6.16031 -13.57443 -4.50573
H 0.10530 -9.30614 -2.39427
H -2.20096 6.61099 -0.71516
H 4.39883 1.21675 4.68850
H -1.10493 -10.54842 -2.25624
H 4.46920 -3.10582 -2.81756
H 1.44195 -1.14113 -4.07545
H -0.23288 -1.57779 -3.79069
H 0.18537 -6.08431 -0.30736
H -5.52835 -12.64496 -3.13047

The energy relative to the best compared isomer or geometry (same formula, charge and spin) comes out at 77.06 kcal per mole. The value obtained for the molecular weight is 894.7 g/mol. The gap between HOMO and LUMO is 0.276 Ha. The LUMO energy is -1.812 eV. Its HOMO energy is -9.3 eV.

The following is a DFT calculation (the ωB97M-V functional and the def2-TZVPD basis) of 2 unconnected molecules or ions with the total composition C4H10OS at a distorted geometry.

Geometry (Å):
S 0.71232 -3.02180 -1.96046
O -1.14898 1.27772 -0.53566
C 1.84466 -2.21275 -0.75919
C -1.97198 2.89454 0.95232
C 1.39552 -1.01224 0.06519
C -1.24762 1.65008 0.61882
H 0.37095 -1.13032 0.45866
H -2.71201 3.10880 0.13248
H 2.03162 -3.05959 -0.12336
H 2.01234 -0.84767 0.97188
H -1.23469 3.69794 0.96124
H -0.87190 0.89330 1.35179
H -0.60305 -3.35628 -2.21818
H 1.36640 -0.00534 -0.41405
H -2.60804 2.91925 1.84080
H 2.66443 -1.79564 -1.34226

The energy relative to the best compared isomer or geometry (same formula, charge and spin) comes out at 58.83 kcal per mole. The value obtained for the molecular weight is 106.2 g/mol. The gap between HOMO and LUMO is 0.340 Ha. The LUMO energy is 0.597 eV. The SMILES is CC=O.CCS. Its HOMO energy is -8.7 eV.

The following is a DFT calculation (the ωB97M-V functional and the def2-TZVPD basis) of a single C11H16BNO3S molecule at a distorted geometry.

Geometry (Å):
S -1.12820 0.06262 -3.81627
O 1.17888 -0.18656 -1.86109
O 0.49690 -1.66856 3.08713
O 2.40282 -0.19960 3.33934
N 0.40117 -0.89169 0.23866
C -0.93272 1.45754 2.01674
C 0.37999 2.38692 0.25654
C -0.51148 -1.81835 -1.83543
C 0.09302 1.34574 1.16157
C -0.46044 3.51204 0.16253
C -1.53685 3.54497 1.04635
C -0.60554 -1.56749 -3.37484
C 0.95759 0.13266 1.19265
C 0.43708 -0.87882 -1.20959
C -1.77986 2.52067 1.93448
C -0.01459 -3.19602 -1.62039
B 1.24515 -0.53361 2.61336
H 0.36640 -1.74281 -3.88082
H 0.02885 0.53126 -3.34167
H -0.61282 -4.04606 -2.01564
H 0.93342 -1.79482 3.94938
H -2.12848 4.36658 0.93780
H 0.40024 -3.41236 -0.65585
H -0.21253 4.36467 -0.47234
H 0.10890 -1.72756 0.71320
H -2.72022 2.59386 2.49470
H 1.98559 0.37520 0.89297
H 2.95273 0.60329 3.23087
H -1.23904 -2.29470 -3.84887
H -1.13329 0.62266 2.69705
H 0.94270 -3.23911 -2.18146
H -1.48227 -1.56476 -1.44847
H 1.18688 2.34222 -0.40258

The energy relative to the best compared isomer or geometry (same formula, charge and spin) comes out at 21.02 kcal per mole. The value obtained for the molecular weight is 253.1 g/mol. The gap between HOMO and LUMO is 0.327 Ha. The LUMO energy is 0.286 eV. The SMILES is C[C@H](CS)C(=O)N[C@H](B(O)O)c1ccccc1. Its HOMO energy is -8.6 eV.